1.
180
Properties=species:S:1:pos:R:3:forces:R:3 method="wB97M-V/def2-TZVPD" homo_energy_ha=-0.3850 total_charge=0 lumo_energy_ev=0.56 relative_energy_kj_mol=252.5 e_tot_ha=-4595.22129 smiles="CCOC(=O)OC.CCOC(=O)OC.CCOC(=O)OC.CCOC(=O)OC.CCOC(=O)OC.CCOC(=O)OC.CCOC(=O)OC.CCOC(=O)OC.CCOC(=O)OC.CCOC(=O)OC.CCOC(=O)OC.CCOC(=O)OC" homo_lumo_gap_ev=11.03
C 4.1828 -26.6916 12.9215 1.1 -0.7 -0.4
C 3.9031 -28.1059 12.3910 -1.2 0.1 -0.4
O 3.8717 -29.0120 13.5162 0.8 0.0 0.4
C 3.6870 -30.3485 13.4079 -0.6 2.1 -1.1
O 3.3324 -30.9226 12.4225 -0.1 -0.5 -1.1
O 3.8612 -30.8680 14.5749 0.9 0.1 2.2
C 3.4747 -32.1976 14.7606 -1.8 -1.2 -1.5
H 3.5283 -26.4409 13.7498 -0.1 0.0 0.0
H 4.1397 -25.9186 12.1273 -0.3 -0.6 0.3
H 5.2307 -26.7123 13.2598 -0.4 0.3 0.2
H 4.6110 -28.4101 11.6124 0.1 -0.1 0.4
H 2.9133 -28.1270 11.9208 0.0 -0.1 0.0
H 3.6549 -32.5582 15.7522 0.6 0.4 0.4
H 3.8937 -32.8432 13.9885 0.4 0.0 0.2
H 2.3813 -32.2961 14.6037 0.4 0.2 0.1
C -1.8773 -28.7714 18.1055 0.4 0.5 2.3
C -0.7747 -29.2373 17.2121 -1.2 0.6 -1.5
O 0.2981 -29.5540 18.0189 0.5 0.1 2.8
C 1.3536 -30.1314 17.5195 -0.3 0.3 -0.5
O 1.3665 -30.4459 16.3580 1.3 -0.9 -0.5
O 2.2913 -30.2432 18.4659 -1.0 0.0 -1.0
C 3.4632 -30.9844 18.0960 0.0 0.0 1.2
H -2.2295 -29.4845 18.8741 -0.1 -0.3 -0.9
H -2.6882 -28.2781 17.6148 -0.6 -0.1 -0.6
H -1.4660 -28.0141 18.7912 0.1 0.2 -0.4
H -0.4789 -28.4279 16.5364 -0.1 -0.1 -0.1
H -1.0930 -30.0629 16.5745 0.2 -0.2 0.1
H 3.1862 -32.0455 17.9010 0.4 0.9 0.0
H 3.9859 -30.8767 19.0653 0.4 -0.6 -0.8
H 4.0043 -30.4631 17.2977 -0.2 -0.4 0.0
C -4.5789 -29.0195 14.1244 -0.3 0.0 0.7
C -5.9470 -28.3758 14.0227 -0.3 0.7 -1.5
O -6.5128 -28.5682 12.6520 0.0 -0.4 1.4
C -6.1434 -27.7741 11.6454 -1.9 -2.2 0.7
O -5.3143 -26.9412 11.6638 1.7 1.8 -0.1
O -6.9124 -28.1545 10.6132 -0.1 0.0 0.5
C -6.7010 -27.4583 9.4033 -1.2 -0.6 -0.7
H -3.7977 -28.2928 13.9888 0.3 0.3 -0.5
H -4.4835 -29.8347 13.4125 0.1 -0.1 0.1
H -4.4130 -29.3734 15.1430 -0.1 -0.3 0.0
H -5.8840 -27.2966 14.1496 0.1 0.1 0.2
H -6.7096 -28.7455 14.7196 0.3 -0.2 -0.5
H -6.9440 -28.2086 8.6154 0.7 0.7 0.3
H -5.7132 -27.0624 9.4512 0.8 0.2 -0.7
H -7.4255 -26.6473 9.2815 0.1 0.0 0.2
C -6.6399 -21.3790 15.9091 0.2 0.5 0.0
C -5.6616 -21.9173 16.9667 -0.1 -0.1 -0.9
O -5.2774 -23.2368 16.5171 0.3 -0.1 0.0
C -4.1041 -23.7511 16.9086 -0.9 0.5 -0.4
O -3.3001 -23.2220 17.6253 0.1 -0.1 0.1
O -3.9968 -24.9544 16.3393 -1.0 1.0 -0.3
C -2.8714 -25.6545 16.7324 1.7 -1.2 0.4
H -6.2459 -20.9555 14.9534 0.2 -0.5 0.9
H -7.1907 -20.5699 16.3955 -0.1 0.0 -0.1
H -7.3523 -22.1621 15.6468 0.0 0.0 0.1
H -6.2061 -22.0404 17.8964 0.0 0.0 0.2
H -4.7817 -21.2963 17.1623 -0.1 -0.1 -0.3
H -2.9737 -25.9370 17.7951 0.4 0.1 -0.4
H -1.9266 -25.1311 16.5274 -0.4 0.3 0.4
H -2.7987 -26.5345 16.0997 -0.3 -0.2 0.1
C 4.9773 -35.8357 14.8750 0.6 1.9 1.2
C 4.1954 -35.3332 16.0797 0.3 -0.3 -0.7
O 2.8987 -35.1447 15.5329 -1.8 1.0 1.0
C 2.0501 -34.4883 16.3591 -2.2 -1.4 -3.2
O 2.2526 -34.0571 17.4336 0.7 0.7 1.7
O 0.8061 -34.4313 15.7232 3.0 -0.9 -0.2
C -0.2010 -33.8262 16.4752 -0.2 1.0 -0.1
H 4.9832 -34.9727 14.2010 0.1 -0.3 -0.3
H 4.4806 -36.6485 14.4172 -0.2 -1.1 -0.4
H 6.0059 -35.9782 15.1975 0.1 -0.6 -0.3
H 4.5629 -34.3589 16.3765 0.3 0.0 0.4
H 4.1468 -36.0098 16.9348 0.1 0.0 -0.1
H -1.0802 -33.9148 15.8364 -0.1 0.2 0.3
H 0.0885 -32.7673 16.6490 -0.5 -0.5 0.1
H -0.3411 -34.3731 17.3937 -0.2 0.1 0.5
C -3.6695 -33.3596 11.9685 -0.6 0.5 -1.3
C -3.8879 -34.8130 11.5992 0.2 -0.9 0.5
O -4.1797 -35.0610 10.2042 0.9 0.3 0.7
C -5.3218 -34.7138 9.6834 -2.0 -1.0 -1.2
O -5.6382 -35.0388 8.5558 0.4 0.8 1.0
O -6.1641 -34.1183 10.5779 -0.2 0.3 -0.4
C -7.4181 -33.6652 10.0258 -0.3 0.6 -0.6
H -2.8983 -32.8849 11.3333 -0.3 -0.4 0.5
H -3.4058 -33.2888 13.0145 0.1 0.1 0.3
H -4.6154 -32.8061 11.7616 0.7 -0.3 0.5
H -4.6741 -35.2677 12.2316 0.2 0.3 -0.4
H -2.9991 -35.4499 11.7436 -0.1 0.5 0.1
H -8.2345 -34.3915 10.0978 0.5 -0.2 0.3
H -7.2943 -33.4453 8.9672 0.1 -0.2 0.0
H -7.7400 -32.7169 10.4851 0.5 -0.5 0.3
C 2.3275 -24.7754 9.6190 -0.4 -0.8 0.0
C 1.6449 -23.4487 9.7304 0.5 1.0 -0.6
O 1.8177 -22.9391 11.0922 1.1 1.4 -2.3
C 1.0442 -23.4689 11.9663 1.7 0.0 1.7
O 0.1891 -24.2387 11.7455 -2.8 -1.8 -0.6
O 1.4254 -23.2090 13.2037 -0.9 0.3 1.5
C 2.4953 -22.3280 13.5647 -1.1 0.4 -0.7
H 2.0179 -25.2762 8.6997 -0.1 0.0 0.1
H 1.9444 -25.3637 10.4721 0.6 -0.2 -0.5
H 3.4244 -24.7054 9.5537 -0.4 0.1 0.5
H 0.5811 -23.4428 9.3935 0.8 0.0 0.6
H 2.2347 -22.7367 9.1475 -0.5 0.2 0.0
H 2.3695 -21.3435 13.0624 0.5 -0.8 0.1
H 3.3765 -22.8860 13.3311 1.0 0.4 -0.2
H 2.3934 -22.1685 14.6283 0.0 -0.1 0.2
C -0.4848 -24.8775 5.2606 0.7 0.3 0.8
C 0.1930 -26.2204 5.2317 -0.6 0.0 0.7
O 0.8343 -26.5273 6.5036 -0.6 0.2 0.1
C 0.1518 -27.3819 7.2849 -0.1 -0.4 -0.2
O -0.7776 -28.0396 6.9049 -0.5 -0.3 0.2
O 0.6949 -27.4074 8.4828 0.9 1.1 0.2
C 0.3026 -28.3375 9.4959 0.0 0.4 0.1
H -0.6972 -24.5283 4.2718 -0.7 -0.2 -0.7
H 0.2433 -24.1408 5.5787 0.2 0.2 0.5
H -1.3391 -24.8372 5.9406 0.0 -0.1 -0.3
H 1.0034 -26.2162 4.5725 1.2 0.1 -1.2
H -0.4938 -26.9881 4.9042 0.0 -0.4 0.4
H -0.4697 -27.9368 10.1661 0.4 0.0 -0.4
H 1.2147 -28.6076 10.0237 -0.1 0.3 0.2
H -0.0314 -29.2111 9.0196 -0.7 -1.2 -0.5
C 2.0494 -32.2413 9.3725 0.0 0.1 0.2
C 0.5827 -32.5854 9.1282 -0.3 2.0 -0.4
O -0.2087 -31.4994 9.7826 1.2 -0.5 0.5
C -1.5133 -31.5657 9.6456 -0.7 0.7 0.0
O -2.1081 -32.3312 8.9482 -0.4 -0.8 -0.6
O -2.1108 -30.6028 10.3793 0.9 -0.6 0.4
C -3.4313 -30.2270 9.9770 0.8 0.4 -0.7
H 2.3591 -32.4500 10.4187 -0.4 0.4 -0.5
H 2.1907 -31.1534 9.1394 0.2 -1.1 0.2
H 2.7104 -32.8833 8.7575 -0.4 0.5 0.0
H 0.2615 -33.5080 9.5309 -0.3 -1.0 0.5
H 0.2671 -32.5395 8.0813 0.4 -0.2 0.1
H -3.7091 -29.4766 10.7142 -0.4 -0.2 -0.1
H -4.1137 -31.0597 9.8342 0.0 -0.1 0.4
H -3.2655 -29.7697 9.0020 -0.6 0.3 -0.1
C 0.0355 -33.7331 12.3651 1.3 -1.3 -1.1
C 0.9641 -34.9932 12.3059 -1.1 1.5 -0.8
O 0.0518 -36.1209 12.3783 1.3 1.5 0.5
C 0.5192 -37.2131 12.9307 -1.3 -1.9 0.2
O 1.4407 -37.4762 13.6420 0.8 1.2 -0.1
O -0.3537 -38.1886 12.6633 0.2 -1.3 0.2
C -1.1826 -38.2668 11.5313 -1.3 -1.3 -0.1
H -0.8574 -33.9771 11.7832 0.0 0.5 0.1
H 0.5453 -32.8280 12.0274 -0.1 -0.2 -0.4
H -0.1866 -33.5340 13.3778 -0.6 -0.2 1.1
H 1.7387 -34.8867 13.0605 -0.2 -0.8 0.4
H 1.4226 -35.1572 11.3331 0.3 0.5 -0.1
H -0.7293 -38.0704 10.5628 0.4 0.4 0.2
H -2.1161 -37.7063 11.6525 0.3 0.2 -0.1
H -1.4772 -39.3421 11.5189 0.1 0.7 -0.1
C -1.0752 -30.9067 13.7265 -0.4 1.6 -0.4
C -0.0584 -29.8368 13.3356 1.5 -1.0 1.1
O -0.5241 -28.8549 12.4645 -0.9 0.5 -1.3
C -1.1668 -27.8164 13.0023 1.1 -0.6 0.3
O -1.2648 -27.6328 14.1812 -0.6 0.3 1.2
O -1.5593 -27.0341 12.0522 -0.5 1.0 -1.7
C -2.2330 -25.8068 12.3875 -0.5 -1.0 1.0
H -1.5876 -31.1570 12.8012 -0.2 -0.5 0.1
H -1.7976 -30.5037 14.4531 0.1 -0.2 -0.3
H -0.5491 -31.7327 14.1594 0.1 -0.5 0.2
H 0.7963 -30.3275 12.8042 -0.6 0.5 0.4
H 0.3058 -29.3144 14.2264 0.2 -0.4 0.0
H -2.6723 -25.3876 11.5168 -0.2 -0.1 -0.9
H -1.5846 -25.0955 12.8150 1.1 0.6 0.4
H -2.9966 -26.0323 13.1125 -0.5 -0.1 0.2
C -2.4197 -20.8642 19.8657 -0.6 0.1 1.0
C -1.2584 -20.4110 19.0518 0.3 -0.6 -1.4
O -1.0472 -21.4470 18.0049 0.2 0.6 -0.9
C -1.5383 -21.0858 16.7911 1.3 -1.1 0.6
O -2.2963 -20.1923 16.5786 -0.8 0.6 -0.2
O -0.9572 -21.8536 15.8301 0.1 -0.3 2.2
C -1.4478 -21.8045 14.5495 -0.4 2.0 -2.7
H -3.2065 -21.1570 19.1833 -0.3 0.0 0.1
H -2.8138 -20.1615 20.6386 0.5 -0.2 -0.8
H -2.0884 -21.7439 20.4224 -0.2 -0.1 -0.1
H -0.3476 -20.4018 19.6367 0.3 0.1 -0.1
H -1.3701 -19.5310 18.4300 -0.2 0.6 0.8
H -2.1203 -20.9490 14.3341 0.2 -0.3 0.7
H -1.9558 -22.6708 14.1851 -0.4 -1.0 0.5
H -0.6269 -21.6521 13.8368 0.2 -0.1 0.4



2.
6
Properties=species:S:1:pos:R:3:forces:R:3 method="wB97M-V/def2-TZVPD" homo_energy_ha=-0.3420 total_charge=0 lumo_energy_ev=0.00 relative_energy_kj_mol=191.8 e_tot_ha=-835.17473 homo_lumo_gap_ev=9.31
C -0.2607 0.7537 0.0126 -1.3 1.4 -0.1
C 0.6663 -0.1747 -0.0541 -1.1 -4.5 -0.1
Cl -1.9941 0.4117 -0.0225 0.6 -0.3 0.0
I 2.6953 0.0779 -0.0056 0.1 0.2 0.0
H -0.1991 1.8854 0.0635 0.8 -1.7 0.0
H 0.2687 -1.7649 -0.1345 0.9 4.9 0.2



3.
74
Properties=species:S:1:pos:R:3:forces:R:3 method="wB97M-V/def2-TZVPD" homo_energy_ha=-0.3428 total_charge=0 lumo_energy_ev=-2.27 e_tot_ha=-3858.99783 homo_lumo_gap_ev=7.06
C 4.4218 -0.8417 3.5208 0.6 0.7 0.1
C 5.4151 0.2115 2.9240 -0.7 -0.3 0.3
O 4.7003 1.1012 2.0158 0.3 -1.2 -0.4
C 4.8189 0.5405 0.7303 -2.6 -0.3 2.0
O 5.7610 0.7067 0.0917 3.0 0.4 -1.9
C 3.6276 -0.2762 0.2011 -0.5 1.4 -0.1
C 3.3242 0.3094 -1.2248 0.1 -0.5 0.2
C 1.9259 1.0105 -1.3065 0.8 -0.4 0.3
C 0.7957 0.0497 -1.1783 -0.9 0.4 1.2
N 0.5050 -0.9662 -1.9494 -0.4 1.3 0.4
S 1.4306 -1.3567 -3.3583 0.0 -0.2 -0.3
C -0.6779 -1.7285 -1.4776 -0.9 -3.7 -2.4
N -1.3917 -2.1401 -2.7340 -0.1 -0.2 0.6
C -0.1621 -3.1159 -0.9272 0.1 1.5 0.5
S 0.2534 -3.2015 0.8473 1.1 -3.7 0.9
O -0.3212 -4.4445 1.3037 -1.4 0.5 -0.2
O 1.6754 -3.2373 1.0309 0.3 1.9 -0.6
C -1.6744 -0.8803 -0.6482 1.7 1.4 -1.7
C -2.2989 0.1355 -1.6765 -1.2 0.4 0.8
C -2.9468 1.3903 -0.9853 0.3 0.1 -0.7
C -2.2359 2.7297 -1.3839 -0.4 0.3 1.3
C -1.6253 3.4709 -0.1506 0.6 -0.3 -0.8
O -2.2720 4.7071 0.0681 0.3 -0.2 0.6
C -1.7097 5.2734 1.2603 -0.5 -0.3 0.1
C -2.6330 -1.6134 0.3262 0.1 0.1 -0.1
C -4.1500 -1.5392 -0.0209 -0.1 0.1 1.0
C -4.9428 -0.4582 0.8168 0.1 -1.2 -0.1
C -5.8128 -1.1787 1.8943 0.2 0.4 -1.9
S -4.8255 -1.9745 3.1803 -0.6 1.6 2.5
O -5.6976 -2.1748 4.2879 -0.9 -1.1 -0.3
O -3.7178 -1.1414 3.5444 0.8 -0.1 -1.5
Cl -4.1248 -3.8069 2.5876 -0.2 0.4 -0.3
S -0.3698 0.2042 0.1600 0.9 0.1 -0.2
H 4.4592 -0.7638 4.6170 -0.1 -0.4 -0.3
H 4.7084 -1.8445 3.1773 -0.3 0.2 0.3
H 3.3951 -0.6137 3.1976 0.4 -0.1 0.1
H 5.8804 0.8581 3.6772 -0.3 -0.2 -0.1
H 6.2114 -0.3431 2.4042 -0.1 0.6 0.0
H 2.7623 -0.1058 0.8674 0.3 -0.4 -0.1
H 3.8801 -1.3445 0.1708 0.0 0.4 0.1
H 4.0705 1.0748 -1.5031 -0.2 -0.5 0.0
H 3.4307 -0.5071 -1.9509 -0.1 0.5 0.0
H 1.8745 1.5637 -2.2596 -0.2 -0.3 0.2
H 1.9142 1.7272 -0.4692 -0.4 -0.2 -0.4
H 0.4848 -1.1982 -4.3345 0.0 0.1 0.7
H -0.9042 -2.9409 -3.1433 0.1 0.3 0.0
H -2.2610 -2.5600 -2.3923 0.0 0.3 -0.4
H -0.8787 -3.9093 -1.1743 0.0 0.3 0.7
H 0.7724 -3.3731 -1.4575 -0.2 0.2 0.4
H -0.3457 -2.2094 1.5756 0.2 0.2 -0.7
H -1.5446 0.4984 -2.3885 -0.1 -0.4 0.3
H -3.0855 -0.3269 -2.2881 0.5 -0.2 0.2
H -2.9644 1.3224 0.1122 0.1 -0.1 -0.3
H -4.0021 1.4315 -1.3033 0.4 0.0 0.2
H -3.0101 3.4109 -1.7693 0.5 -0.1 -0.2
H -1.4236 2.5781 -2.1094 -0.5 0.0 0.0
H -1.6410 2.8160 0.7471 -0.3 0.4 -0.2
H -0.5468 3.6715 -0.3448 -0.4 -0.1 0.1
H -2.0439 4.6600 2.1217 0.4 0.2 -0.2
H -0.6103 5.2643 1.1784 -0.3 0.2 0.2
H -2.1005 6.2836 1.4307 0.2 -0.2 -0.4
H -2.4674 -1.1746 1.3279 -0.3 -0.3 -0.3
H -2.3881 -2.6863 0.4319 0.2 0.5 -0.2
H -4.3685 -1.4629 -1.0943 0.3 0.1 0.3
H -4.5763 -2.5056 0.2965 0.2 0.3 -0.4
H -5.6049 0.0629 0.1104 0.1 0.2 0.6
H -4.2715 0.2268 1.3481 -0.2 0.0 -0.4
H -6.4571 -1.9008 1.3708 0.2 -0.1 0.5
H -6.4740 -0.4403 2.3716 0.5 -0.5 0.5
B 7.0200 1.8009 -2.8639 0.4 0.1 0.1
F 7.8908 0.6967 -2.7583 -0.3 0.1 0.0
F 7.0928 2.5813 -1.6915 -0.2 -0.1 -0.2
F 7.3834 2.5878 -3.9765 -0.2 -0.2 0.1
F 5.6740 1.3293 -3.0319 0.0 0.0 0.0



4.
15
Properties=species:S:1:pos:R:3:forces:R:3 method="wB97M-V/def2-TZVPD" homo_energy_ha="-0.2428 / -0.3413" total_charge=0 lumo_energy_ev="0.94 / 0.92" spin_multiplicity=2 relative_energy_kj_mol=67.7 e_tot_ha=-573.15751 homo_lumo_gap_ev="7.55 / 10.21"
C 0.7311 -3.0665 2.0141 -0.4 -0.1 0.0
N -0.2261 -2.1752 1.5511 0.2 0.0 0.1
H 0.3778 -4.0332 2.3336 0.0 0.0 0.2
H 1.6619 -2.6884 2.4108 0.1 0.1 -0.2
H -0.0067 -1.6033 0.7499 -0.1 0.1 0.2
H -1.1950 -2.4483 1.5897 0.2 -0.1 -0.2
C 0.4390 2.4538 -1.4530 -0.3 -0.3 -0.7
C -0.8216 1.7485 -0.9266 0.3 0.8 0.4
S -0.9420 -0.0308 -1.1911 0.0 0.0 -0.3
H 0.2357 2.8375 -2.4508 0.1 0.1 -0.1
H 1.3013 1.7975 -1.5702 0.0 -0.1 0.3
H 0.7000 3.3015 -0.8267 0.1 0.0 0.1
H -0.9165 1.9794 0.1311 -0.1 -0.3 0.2
H -1.6906 2.1968 -1.4033 -0.1 -0.1 0.0
H 0.3518 -0.2691 -0.9588 0.1 -0.1 0.0



5.
35
Properties=species:S:1:pos:R:3:forces:R:3 method="wB97M-V/def2-TZVPD" homo_energy_ha=-0.3075 total_charge=0 lumo_energy_ev=0.73 relative_energy_kj_mol=26.5 e_tot_ha=-1544.82157 smiles=CSc1nc(Cl)c2c(n1)N1CCCNC[C@H]1CC2 homo_lumo_gap_ev=9.10
C 3.3950 -2.1745 2.2762 -2.4 1.7 0.3
S 3.9272 -1.5307 0.7034 -0.9 1.0 0.3
C 2.6766 -0.2658 0.8540 -0.4 1.8 -1.5
N 2.7043 0.7325 1.7300 2.1 -1.7 0.9
C 1.7912 1.6353 1.6294 0.3 0.9 0.9
Cl 1.8519 2.9252 2.8107 0.0 0.0 0.1
C 0.8342 1.6861 0.6830 -1.2 -0.6 -0.7
C 0.8278 0.5970 -0.1829 -0.6 0.6 -1.6
N 1.7539 -0.2921 -0.0855 1.5 -2.8 -0.6
N -0.0419 0.4598 -1.2733 0.2 -0.4 0.2
C -0.0881 -0.8568 -1.9487 -0.8 -0.8 0.2
C -0.7709 -2.0028 -1.0988 1.1 -0.3 -0.7
C -2.2724 -2.0420 -1.0139 -1.6 0.5 -0.9
N -2.9211 -0.6995 -0.7332 0.4 -1.9 1.1
C -2.1874 0.3762 -0.0389 -0.2 0.3 -1.6
C -1.2968 1.1596 -1.0977 -0.3 0.2 -0.2
C -1.0636 2.5972 -0.6062 -0.9 -1.2 0.2
C -0.2393 2.6649 0.6637 -1.1 0.0 0.7
H 3.8897 -3.0465 2.3030 1.3 -3.6 0.5
H 3.8019 -1.5788 3.0688 -0.2 0.5 0.5
H 2.2490 -2.3001 2.3675 2.0 0.1 -0.2
H -0.6391 -0.7921 -2.9189 0.3 0.4 0.7
H 0.9243 -1.1939 -2.1880 -0.2 0.3 0.2
H -0.4234 -1.8905 -0.0320 0.2 -0.7 -1.2
H -0.5006 -2.9936 -1.6219 0.2 1.3 1.3
H -2.5069 -2.8466 -0.2809 -0.2 0.8 -0.1
H -2.7966 -2.3985 -1.9903 1.1 0.6 1.4
H -3.2952 -0.4686 -1.6240 -0.3 1.1 -0.3
H -2.8970 1.0897 0.4601 0.4 -0.7 -0.4
H -1.5096 -0.0316 0.7312 -0.5 0.0 -0.2
H -1.8454 1.2034 -2.0965 0.6 -0.2 1.2
H -0.6635 3.3130 -1.3141 0.0 -0.3 -0.5
H -2.1007 2.7989 -0.4222 -0.5 1.3 0.3
H -0.7697 2.5473 1.6504 0.0 0.4 -1.1
H 0.2022 3.6189 0.6365 0.5 1.5 0.6